[1]
{"formula": "C14H16F3NO3RhS3", "method": "ωB97M-V with the def2-TZVPD basis set", "symbols": ["Rh", "C", "C", "C", "O", "C", "O", "O", "H", "H", "H", "H", "H", "H", "H", "C", "C", "S", "C", "C", "S", "H", "H", "H", "H", "H", "H", "F", "C", "F", "F", "C", "C", "C", "C", "N", "C", "S", "H", "H", "H"], "coordinates": [[-0.30, -0.05, -0.01], [2.40, -1.25, -2.89], [2.07, -0.05, -2.02], [3.20, 0.96, -1.98], [1.83, -0.49, -0.67], [0.79, 0.59, -2.62], [0.90, 1.24, -3.65], [-0.31, 0.29, -2.02], [3.27, -1.78, -2.50], [2.61, -0.92, -3.91], [1.55, -1.94, -2.93], [4.16, 0.46, -1.85], [3.04, 1.65, -1.15], [3.20, 1.53, -2.91], [1.58, -1.43, -0.66], [-3.92, 2.57, 1.28], [-2.54, 2.05, 0.94], [-2.51, 0.37, 0.43], [-1.45, 2.81, 0.95], [-1.46, 4.27, 1.34], [0.12, 2.18, 0.48], [-4.53, 1.77, 1.69], [-4.42, 2.95, 0.39], [-3.87, 3.38, 2.01], [-1.82, 4.41, 2.36], [-2.09, 4.86, 0.67], [-0.45, 4.68, 1.28], [1.12, -4.69, 2.42], [0.07, -4.21, 3.11], [0.22, -4.68, 4.38], [-1.03, -4.80, 2.62], [0.01, -2.71, 3.09], [-0.08, -2.01, 4.27], [-0.09, -0.62, 4.26], [0.04, 0.02, 3.05], [0.13, -0.66, 1.91], [0.04, -2.00, 1.87], [-0.13, -2.65, 0.28], [-0.15, -2.55, 5.21], [-0.18, -0.05, 5.18], [0.10, 1.09, 2.96]], "nbo_charge": [0.73, -0.63, 0.13, -0.62, -0.74, 0.76, -0.67, -0.71, 0.20, 0.23, 0.22, 0.19, 0.23, 0.24, 0.51, -0.64, -0.20, -0.06, -0.22, -0.64, -0.11, 0.22, 0.21, 0.20, 0.20, 0.21, 0.22, -0.32, 0.99, -0.34, -0.32, -0.24, -0.11, -0.31, 0.10, -0.45, 0.12, -0.26, 0.23, 0.22, 0.24], "total_charge": -1, "homo_ha": -0.138, "de_lowest_ev": 0.327, "total_energy_ha": -2428.45549, "gap_ev": 6.4772}

[2]
{"formula": "C14H16FN2O2S", "method": "ωB97M-V with the def2-TZVPD basis set", "symbols": ["C", "N", "S", "O", "O", "C", "C", "C", "C", "C", "C", "F", "H", "H", "H", "H", "C", "C", "C", "N", "C", "C", "C", "C", "H", "H", "H", "H", "H", "H", "H", "H", "H", "H", "H", "H"], "coordinates": [[-0.26, -1.88, 2.02], [0.35, -0.67, 1.49], [-0.56, 0.20, 0.36], [-0.36, 1.58, 0.67], [-0.09, -0.17, -0.97], [-2.28, -0.21, 0.54], [-3.13, 0.70, 1.15], [-4.48, 0.43, 1.23], [-4.99, -0.74, 0.68], [-4.15, -1.65, 0.06], [-2.80, -1.38, -0.01], [-1.96, -2.26, -0.58], [-4.53, -2.57, -0.38], [-6.05, -0.95, 0.73], [-5.14, 1.13, 1.71], [-2.70, 1.60, 1.55], [1.73, -0.83, 1.06], [2.45, 0.53, 1.00], [3.08, 0.85, -0.31], [2.35, 0.73, -1.43], [2.81, 1.03, -2.64], [4.11, 1.48, -2.80], [4.90, 1.62, -1.67], [4.39, 1.31, -0.43], [4.99, 1.41, 0.46], [5.92, 1.98, -1.77], [4.48, 1.72, -3.79], [2.14, 0.89, -3.47], [1.35, 0.40, -1.33], [3.20, 0.59, 1.78], [1.70, 1.30, 1.21], [1.77, -1.35, 0.09], [2.22, -1.47, 1.80], [-0.29, -2.69, 1.28], [0.32, -2.21, 2.88], [-1.26, -1.65, 2.35]], "nbo_charge": [-0.43, -0.64, 2.30, -0.93, -0.97, -0.44, -0.14, -0.22, -0.13, -0.28, 0.44, -0.31, 0.25, 0.24, 0.24, 0.26, -0.23, -0.50, 0.30, -0.45, 0.09, -0.24, -0.09, -0.23, 0.25, 0.25, 0.25, 0.24, 0.47, 0.25, 0.29, 0.20, 0.24, 0.20, 0.23, 0.23], "total_charge": 1, "homo_ha": -0.463, "de_lowest_ev": 0.000, "total_energy_ha": -1300.89062, "gap_ev": 9.0543}

[3]
{"formula": "C14H16N2O3S2", "method": "ωB97M-V with the def2-TZVPD basis set", "symbols": ["C", "C", "C", "C", "O", "N", "H", "C", "H", "H", "C", "C", "C", "C", "C", "C", "C", "H", "H", "S", "O", "O", "N", "H", "H", "H", "H", "H", "H", "S", "C", "C", "H", "H", "H", "H", "H"], "coordinates": [[-4.54, -1.30, 1.04], [-3.21, -1.72, 0.21], [-2.28, -0.76, -0.37], [-2.35, 0.58, -0.31], [-3.12, 1.10, 0.27], [-1.55, 1.11, -1.06], [-0.91, 0.48, -1.41], [-1.18, 2.61, -1.10], [-2.14, 3.17, -0.92], [-0.64, 2.87, -1.91], [-0.27, 3.04, 0.25], [0.82, 1.96, 0.08], [0.85, 0.47, 0.75], [1.85, -0.21, 0.79], [2.92, -0.04, -0.16], [2.98, 1.14, -0.58], [2.08, 1.96, -0.55], [2.09, 3.00, -1.05], [4.03, 1.45, -1.38], [4.20, -1.18, -0.04], [4.94, -1.01, -1.44], [3.59, -2.44, 0.27], [5.19, -0.66, 1.21], [5.20, -1.47, 2.01], [6.10, -0.30, 0.62], [1.86, -1.23, 1.24], [-0.03, 0.27, 1.47], [0.18, 4.03, 0.16], [-0.87, 2.66, 1.25], [-1.12, -1.78, -1.06], [-1.88, -3.13, -0.76], [-3.07, -3.09, -0.14], [-3.62, -3.84, 0.35], [-1.44, -4.28, -1.03], [-4.61, -1.80, 1.96], [-4.60, -0.01, 1.07], [-5.45, -1.66, 0.27]], "nbo_charge": [-0.66, 0.08, -0.42, 0.58, -0.59, -0.55, 0.38, -0.20, 0.24, 0.20, -0.47, 0.11, -0.22, -0.23, -0.36, -0.14, -0.29, 0.19, 0.22, 2.22, -0.93, -0.93, -1.10, 0.45, 0.46, 0.25, 0.22, 0.24, 0.26, 0.57, -0.46, -0.31, 0.23, 0.26, 0.21, 0.28, 0.21], "homo_ha": -0.325, "de_lowest_ev": 13.444, "total_energy_ha": -1674.24922, "gap_ev": 8.8065}